Entry 1:
Below is an isolated molecule of C5H7NO2 in a non-equilibrium geometry, with properties calculated with ωB97M-V/def2-TZVPD.

Values from the calculation:
- structure (SMILES) = C=N/C=C(/C)C(=O)O
- total charge = 0
- ΔE to the lowest compared entry with this formula, charge and spin (kJ/mol) = 92.0
- HOMO-LUMO gap (eV) = 9.5

Element x y z (Å)
C 0.863 0.275 -2.220
N -0.037 0.984 -1.707
C -0.869 0.570 -0.705
C -0.503 0.002 0.459
C -1.491 -0.437 1.497
C 0.909 -0.296 0.779
O 1.300 -1.340 1.238
O 1.747 0.727 0.520
H 1.019 -0.781 -1.974
H 1.509 0.714 -2.966
H -1.908 0.800 -0.889
H -2.488 -0.033 1.285
H -1.174 -0.114 2.485
H -1.536 -1.530 1.500
H 2.660 0.460 0.698

Results of the Löwdin charge analysis, in e, for atoms 1 through 5: atom 1 (C): -0.018, atom 2 (N): 0.004, atom 3 (C): -0.114, atom 4 (C): -0.199, atom 5 (C): -0.043


Entry 2:
Below is an isolated molecule of C5H9NO in a non-equilibrium geometry, with properties calculated with ωB97M-V/def2-TZVPD.

Values from the calculation:
- total charge = 0
- ΔE to the lowest compared entry with this formula, charge and spin (kJ/mol) = 704.6
- HOMO-LUMO gap (eV) = 10.0

Element x y z (Å)
C 0.935 -1.081 -0.145
C 0.679 1.390 0.237
C -0.475 0.693 -0.298
C -1.778 -0.572 -0.108
C -0.420 -0.672 0.466
H 1.010 -1.158 -1.070
H 1.272 -2.087 0.416
H 2.468 0.057 0.178
H 0.973 2.303 -0.360
H 0.913 1.937 1.169
H -0.113 0.284 -1.296
H -2.481 -0.989 0.607
H -2.135 -0.877 -1.059
H -0.583 -0.477 1.639
N 1.583 0.270 -0.264
O -1.847 0.981 -0.112

Results of the Löwdin charge analysis, in e, for atoms 1 through 5: atom 1 (C): -0.162, atom 2 (C): -0.134, atom 3 (C): -0.432, atom 4 (C): -0.128, atom 5 (C): -0.171


Entry 3:
Below is an isolated molecule of C8H19FNPS in a non-equilibrium geometry, with properties calculated with ωB97M-V/def2-TZVPD.

Values from the calculation:
- structure (SMILES) = CCN([C@H](C)S)P(F)C(C)(C)C
- total charge = 0
- ΔE to the lowest compared entry with this formula, charge and spin (kJ/mol) = 118.9
- HOMO-LUMO gap (eV) = 9.2

Element x y z (Å)
C 2.145 -2.648 -0.805
C 1.209 -1.699 -0.053
N 1.066 -0.330 -0.493
C 1.640 0.666 0.413
C 1.753 2.049 -0.180
S 3.409 0.048 1.089
P -0.469 0.160 -1.321
F -0.886 -1.380 -1.503
C -1.871 0.477 0.031
C -3.207 0.163 -0.567
C -1.590 -0.478 1.147
C -1.850 1.948 0.510
H 3.145 -2.496 -0.511
H 1.864 -3.623 -0.456
H 2.245 -2.382 -1.822
H 0.203 -2.288 0.008
H 1.620 -1.855 0.996
H 1.146 0.757 1.478
H 2.655 2.617 0.258
H 1.952 2.034 -1.292
H 0.855 2.572 -0.154
H 3.947 -0.148 -0.151
H -4.028 0.620 -0.025
H -3.265 0.782 -1.581
H -3.430 -0.885 -0.718
H -1.519 -1.473 0.660
H -2.372 -0.380 1.855
H -0.651 0.007 1.562
H -2.560 2.188 1.253
H -0.944 2.433 0.814
H -2.211 2.543 -0.442

Results of the Löwdin charge analysis, in e, for atoms 1 through 5: atom 1 (C): -0.101, atom 2 (C): -0.378, atom 3 (N): -0.304, atom 4 (C): -0.658, atom 5 (C): -0.162


Entry 4:
Below is a 2-piece molecular cluster, C3H8NO2S overall in a non-equilibrium geometry, with properties calculated with ωB97M-V/def2-TZVPD.

Values from the calculation:
- total charge = -1
- ΔE to the lowest compared entry with this formula, charge and spin (kJ/mol) = 217.0
- HOMO-LUMO gap (eV) = 6.6

Element x y z (Å)
O 0.292 0.274 -2.228
C 0.669 0.031 -1.103
C -0.049 -0.968 -0.207
C 0.239 -0.836 1.261
S 2.032 -0.880 1.629
N -1.542 -0.868 -0.461
H 1.556 0.516 -0.661
H 0.162 -1.978 -0.568
H -0.198 0.104 1.632
H -0.409 -1.553 1.780
H -1.771 -1.460 -1.246
H -1.710 0.092 -0.775
H 0.169 2.464 1.148
H 0.603 2.415 -0.439
O -0.044 2.645 0.238

Results of the Löwdin charge analysis, in e, for atoms 1 through 5: atom 1 (O): 0.003, atom 2 (C): -0.289, atom 3 (C): -0.463, atom 4 (C): -0.760, atom 5 (S): 0.116


Entry 5:
Below is C4H12BF4KO2 as an isolated structure in a non-equilibrium geometry, with properties calculated with ωB97M-V/def2-TZVPD.

Values from the calculation:
- total charge = 0
- ΔE to the lowest compared entry with this formula, charge and spin (kJ/mol) = 44.0
- HOMO-LUMO gap (eV) = 10.2

Element x y z (Å)
K -0.376 0.137 1.757
B -0.100 -3.123 2.853
F -1.009 -2.710 1.897
F 0.618 -4.241 2.408
F 0.753 -2.033 3.083
F -0.777 -3.448 4.052
C -0.195 3.074 -1.065
C 0.629 3.408 0.188
O -0.091 2.898 1.301
H 0.384 3.401 -1.929
H -1.146 3.599 -0.976
H -0.406 2.013 -1.200
H 0.846 4.466 0.337
H 1.562 2.867 0.025
H 0.419 3.093 2.091
C -1.041 -1.953 -1.602
C 0.350 -1.382 -1.923
O 0.750 -0.582 -0.795
H -1.770 -1.149 -1.506
H -0.991 -2.550 -0.691
H -1.398 -2.607 -2.398
H 0.336 -0.721 -2.790
H 1.028 -2.214 -2.112
H 1.623 -0.243 -1.005

Results of the Löwdin charge analysis, in e, for atoms 1 through 5: atom 1 (K): 0.940, atom 2 (B): -1.299, atom 3 (F): 0.082, atom 4 (F): 0.104, atom 5 (F): 0.041


Entry 6:
Below is a 2-piece molecular cluster, C4H12N3 overall in a non-equilibrium geometry, with properties calculated with ωB97M-V/def2-TZVPD.

Values from the calculation:
- total charge = +1
- ΔE to the lowest compared entry with this formula, charge and spin (kJ/mol) = 800.8
- HOMO-LUMO gap (alpha / beta) (eV) = 6.8 / 8.9

Element x y z (Å)
C 0.082 1.770 -1.663
C 1.604 1.706 -1.107
C 0.825 0.545 -1.462
C -0.504 0.023 1.100
N -1.894 -0.435 0.868
N 0.321 -1.012 1.522
N 0.578 -2.044 0.606
H -0.496 2.179 -0.910
H -0.170 1.981 -2.677
H 2.464 1.734 -1.781
H 1.659 2.421 -0.261
H 1.082 -0.398 -1.851
H -0.408 0.952 1.812
H -1.850 -1.092 -0.010
H -2.536 0.347 0.495
H 1.183 -0.502 1.977
H 1.126 -1.798 -0.236
H -2.201 -0.995 1.610
H 1.150 -2.800 0.937

Results of the Löwdin charge analysis, in e, for atoms 1 through 5: atom 1 (C): -0.121, atom 2 (C): -0.109, atom 3 (C): -0.114, atom 4 (C): -0.181, atom 5 (N): 0.172


Entry 7:
Below is an isolated ion of composition C2H4NS and charge +1 in a non-equilibrium geometry, with properties calculated with ωB97M-V/def2-TZVPD.

Values from the calculation:
- structure (SMILES) = [NH3+]C#CS
- total charge = +1
- ΔE to the lowest compared entry with this formula, charge and spin (kJ/mol) = 415.4
- HOMO-LUMO gap (eV) = 8.5

Element x y z (Å)
N -1.484 0.003 0.138
C -0.161 0.510 0.418
C 1.204 -0.280 0.206
S 2.780 -0.132 0.170
H -1.424 -0.706 -0.631
H -2.018 0.776 -0.243
H -2.014 -0.359 1.067
H 3.115 0.187 -1.127

Results of the Löwdin charge analysis, in e, for atoms 1 through 5: atom 1 (N): 0.077, atom 2 (C): -0.025, atom 3 (C): -0.506, atom 4 (S): 0.920, atom 5 (H): 0.178


Entry 8:
Below is an isolated molecule of C23H29N3O3, with properties calculated with ωB97M-V/def2-TZVPD.

Values from the calculation:
- structure (SMILES) = CCOC(=O)C1(CCCc2ccccc2)CCN(C(=O)c2cnc(C)cn2)CC1
- total charge = 0
- ΔE to the lowest compared entry with this formula, charge and spin (kJ/mol) = 190.1
- HOMO-LUMO gap (eV) = 9.5

Element x y z (Å)
C -1.912 -1.659 -3.114
C -0.534 -2.189 -2.748
O -0.342 -2.343 -1.338
C -0.280 -1.243 -0.594
O -0.410 -0.125 -1.023
C 0.075 -1.570 0.859
C 1.600 -1.795 0.898
C 2.428 -0.569 0.518
C 3.923 -0.908 0.470
C 4.727 0.313 0.125
C 4.949 0.661 -1.201
C 5.658 1.804 -1.522
C 6.154 2.619 -0.519
C 5.935 2.283 0.806
C 5.225 1.139 1.124
C -0.354 -0.400 1.756
C -1.816 -0.574 2.201
N -2.553 -1.322 1.211
C -3.363 -0.836 0.249
O -3.870 -1.570 -0.590
C -3.650 0.629 0.186
C -3.956 1.173 -1.064
N -4.258 2.448 -1.219
C -4.278 3.220 -0.137
C -4.622 4.660 -0.317
C -3.990 2.672 1.114
N -3.682 1.398 1.273
C -2.156 -2.715 1.139
C -0.639 -2.847 1.321
H -2.686 -2.192 -2.566
H -1.982 -0.603 -2.867
H -2.075 -1.786 -4.181
H 0.242 -1.518 -3.133
H -0.381 -3.195 -3.145
H 1.842 -2.615 0.217
H 1.874 -2.114 1.908
H 2.271 0.230 1.244
H 2.115 -0.192 -0.456
H 4.091 -1.687 -0.277
H 4.235 -1.295 1.443
H 4.565 0.027 -1.988
H 5.825 2.061 -2.559
H 6.709 3.511 -0.768
H 6.320 2.914 1.594
H 5.059 0.880 2.161
H -0.250 0.524 1.186
H 0.288 -0.341 2.635
H -1.863 -1.146 3.134
H -2.294 0.390 2.362
H -3.959 0.555 -1.949
H -4.865 4.847 -1.359
H -5.471 4.929 0.309
H -3.778 5.286 -0.027
H -4.013 3.269 2.016
H -2.685 -3.286 1.911
H -2.469 -3.091 0.163
H -0.281 -3.706 0.755
H -0.392 -3.010 2.372

Results of the Löwdin charge analysis, in e, for atoms 1 through 5: atom 1 (C): -0.061, atom 2 (C): -0.188, atom 3 (O): 0.008, atom 4 (C): -0.462, atom 5 (O): 0.123


Entry 9:
Below is C17H17BrN7O2Y as an isolated structure in a non-equilibrium geometry, with properties calculated with ωB97M-V/def2-TZVPD.

Values from the calculation:
- total charge = +2
- HOMO-LUMO gap (eV) = 6.5

Element x y z (Å)
Y 0.353 0.991 -0.147
O 2.247 5.553 0.696
C 3.211 4.886 1.406
C 4.330 5.507 1.933
C 5.264 4.745 2.619
C 5.099 3.373 2.772
C 3.978 2.768 2.236
C 3.018 3.521 1.562
C 1.801 2.865 1.002
O 1.918 1.434 0.895
N 0.626 3.212 1.793
N -0.415 2.370 1.498
C -1.427 2.204 2.254
C -2.439 1.188 1.966
Br -1.865 -0.309 0.907
C -3.675 1.081 2.460
C -4.374 2.093 3.262
C -5.293 1.642 4.211
C -5.947 2.549 5.026
C -5.713 3.908 4.873
C -4.837 4.369 3.899
C -4.168 3.463 3.090
H 2.479 6.484 0.619
H 4.472 6.575 1.809
H 6.136 5.231 3.038
H 5.836 2.786 3.304
H 3.831 1.701 2.340
H 1.623 3.281 -0.015
H 0.761 3.458 2.766
H -1.550 2.776 3.172
H -4.207 0.152 2.279
H -5.485 0.582 4.324
H -6.647 2.196 5.772
H -6.237 4.616 5.503
H -4.695 5.431 3.755
H -3.545 3.836 2.286
N 3.758 1.020 -3.175
N 2.391 1.015 -3.158
N 1.708 1.188 -4.267
C 0.452 1.243 -3.808
N 0.409 1.074 -2.490
N 1.686 0.945 -2.089
H 4.058 0.682 -4.081
H 4.130 0.554 -2.358
H -0.405 1.377 -4.448

Results of the Löwdin charge analysis, in e, for atoms 1 through 5: atom 1 (Y): 1.432, atom 2 (O): 0.063, atom 3 (C): -0.268, atom 4 (C): 0.001, atom 5 (C): -0.048


Entry 10:
Below is a 9-piece molecular cluster, C28H81N7O9 overall in a non-equilibrium geometry, with properties calculated with ωB97M-V/def2-TZVPD.

Values from the calculation:
- structure (SMILES) = COC[C@H](C)N.COC[C@H](C)N.COC[C@H](C)N.COC[C@H](C)N.COC[C@H](C)N.COC[C@H](C)N.COC[C@H](C)N.O.O
- total charge = 0
- ΔE to the lowest compared entry with this formula, charge and spin (kJ/mol) = 463.4
- HOMO-LUMO gap (eV) = 9.1

Element x y z (Å)
C -2.161 0.923 3.663
O -1.693 2.103 4.224
C -1.674 2.068 5.627
C -1.334 3.472 6.128
C 0.110 3.861 5.965
N -1.529 3.518 7.621
H -3.129 0.584 4.030
H -1.427 0.123 3.761
H -2.155 1.080 2.584
H -2.690 1.978 6.010
H -1.066 1.248 6.009
H -2.076 4.151 5.710
H 0.848 3.201 6.420
H 0.322 4.863 6.337
H 0.322 3.957 4.900
H -1.413 2.610 8.048
H -0.728 4.031 7.961
C -0.761 -5.569 -1.463
O -1.017 -5.696 -0.037
C 0.067 -6.146 0.786
C 1.068 -4.952 1.026
C 2.339 -5.268 1.810
N 0.339 -3.891 1.689
H -0.588 -6.565 -1.871
H 0.097 -4.943 -1.709
H -1.632 -5.041 -1.851
H -0.252 -6.637 1.705
H 0.630 -6.903 0.240
H 1.436 -4.620 0.055
H 1.992 -5.487 2.820
H 3.018 -4.417 1.760
H 2.902 -6.093 1.373
H 0.206 -4.239 2.628
H -0.581 -3.843 1.275
C -1.045 6.771 0.818
O -0.315 6.730 -0.417
C -0.411 5.486 -1.124
C 0.771 4.615 -0.806
C 2.075 5.327 -0.851
N 0.775 3.578 -1.858
H -0.988 7.776 1.235
H -0.537 6.026 1.430
H -2.064 6.422 0.649
H -1.349 4.950 -0.978
H -0.438 5.814 -2.163
H 0.674 4.125 0.163
H 2.883 4.623 -0.655
H 2.221 6.235 -0.266
H 2.180 5.798 -1.828
H 0.287 2.778 -1.482
H 1.740 3.309 -1.985
C -1.867 -0.864 -6.853
O -3.280 -0.798 -6.626
C -4.005 -1.642 -7.448
C -3.867 -1.196 -8.947
C -4.071 0.279 -9.215
N -4.887 -1.865 -9.734
H -1.415 -1.855 -6.886
H -1.419 -0.361 -5.996
H -1.628 -0.282 -7.743
H -3.723 -2.678 -7.255
H -5.053 -1.608 -7.149
H -2.862 -1.503 -9.235
H -4.079 0.548 -10.271
H -3.162 0.773 -8.874
H -4.956 0.751 -8.787
H -4.534 -2.807 -9.825
H -4.835 -1.512 -10.679
C -8.175 -3.264 4.729
O -7.558 -3.797 3.629
C -6.345 -3.214 3.337
C -5.646 -4.137 2.240
C -5.308 -5.533 2.805
N -4.462 -3.581 1.749
H -9.148 -3.686 4.979
H -8.356 -2.189 4.740
H -7.584 -3.507 5.612
H -6.455 -2.243 2.855
H -5.638 -3.029 4.146
H -6.403 -4.168 1.456
H -5.014 -6.177 1.976
H -6.214 -5.956 3.239
H -4.496 -5.419 3.522
H -4.033 -4.193 1.069
H -4.669 -2.824 1.114
C 7.101 0.560 3.877
O 6.209 1.470 4.460
C 4.986 0.863 5.001
C 4.148 0.008 4.048
C 3.548 0.794 2.854
N 2.919 -0.640 4.601
H 6.717 0.364 2.876
H 7.315 -0.353 4.432
H 8.068 1.041 3.732
H 5.277 0.134 5.757
H 4.353 1.651 5.411
H 4.714 -0.733 3.484
H 3.083 0.152 2.106
H 4.291 1.409 2.348
H 2.775 1.526 3.089
H 2.596 -1.374 3.987
H 2.219 0.046 4.356
C 4.297 0.638 -3.513
O 4.805 1.930 -3.153
C 5.857 2.369 -4.050
C 6.722 3.503 -3.411
C 8.031 3.843 -4.189
N 7.156 2.937 -2.113
H 3.376 0.401 -2.981
H 5.048 -0.091 -3.208
H 4.245 0.586 -4.601
H 6.522 1.519 -4.201
H 5.437 2.544 -5.040
H 6.104 4.389 -3.268
H 8.641 4.590 -3.682
H 7.970 4.295 -5.179
H 8.610 2.924 -4.285
H 7.640 2.065 -2.273
H 6.230 2.554 -1.985
O -0.860 -0.789 -1.240
H -1.755 -1.101 -1.368
H -0.445 -1.464 -0.702
O -4.170 -1.671 -2.582
H -3.809 -1.283 -3.379
H -5.072 -1.894 -2.810

Results of the Löwdin charge analysis, in e, for atoms 1 through 5: atom 1 (C): -0.128, atom 2 (O): -0.179, atom 3 (C): -0.224, atom 4 (C): -0.398, atom 5 (C): -0.086


Entry 11:
Below is an isolated molecule of C6H10, with properties calculated with ωB97M-V/def2-TZVPD.

Values from the calculation:
- structure (SMILES) = C[C@H]1C[C@H]2C[C@H]21
- total charge = 0
- ΔE to the lowest compared entry with this formula, charge and spin (kJ/mol) = 137.4
- HOMO-LUMO gap (eV) = 10.8

Element x y z (Å)
C 1.677 0.364 -0.811
C 0.735 -0.507 0.030
C 0.075 -0.071 1.381
C -1.320 -0.295 0.772
C -1.482 0.632 -0.383
C -0.667 -0.627 -0.553
H 2.696 0.466 -0.421
H 1.761 -0.117 -1.796
H 1.281 1.370 -0.997
H 1.209 -1.480 0.191
H 0.249 -0.733 2.238
H 0.367 0.950 1.621
H -2.152 -0.821 1.235
H -1.036 1.624 -0.310
H -2.435 0.610 -0.906
H -0.957 -1.366 -1.291

Results of the Löwdin charge analysis, in e, for atoms 1 through 5: atom 1 (C): -0.070, atom 2 (C): -0.321, atom 3 (C): -0.104, atom 4 (C): -0.219, atom 5 (C): -0.093


Entry 12:
Below is a 2-piece molecular cluster, C2H6N4O2 overall in a non-equilibrium geometry, with properties calculated with ωB97M-V/def2-TZVPD.

Values from the calculation:
- total charge = 0
- ΔE to the lowest compared entry with this formula, charge and spin (kJ/mol) = 732.4
- HOMO-LUMO gap (eV) = 10.0

Element x y z (Å)
C -0.722 0.472 -0.108
C 1.265 -0.379 -0.882
H -2.970 -1.544 0.926
H -2.641 -0.951 -0.894
H -2.577 1.306 -0.132
H 0.660 1.673 -0.662
H 1.054 -0.352 -1.973
H 3.338 -0.029 1.605
N -2.999 -0.714 0.073
N -1.949 0.285 0.572
N -0.348 1.629 -0.187
N 2.453 -0.235 -0.414
O 0.062 -0.815 -0.167
O 2.411 -0.111 1.011

Results of the Löwdin charge analysis, in e, for atoms 1 through 5: atom 1 (C): -0.563, atom 2 (C): -0.218, atom 3 (H): 0.155, atom 4 (H): 0.065, atom 5 (H): 0.260